[1]
Computed, not measured: a molecular structure, C31H33Cl2MnN5O6P, with ωB97M-V/def2-TZVPD.

Output
Strongest force on any atom, eV/Å: 0.61
⟨S²⟩: 6.054
Total charge: 0
Total energy, Ha: -4339.335760
2S+1: 5

Positions of all 79 atoms, in Å:
H  -1.59758  4.31314  3.58264
N  0.55284  -2.12009  1.23264
H  -3.59219  2.05152  3.89498
Cl  3.76601  -4.56165  4.49384
H  -3.64745  5.63285  2.75627
C  2.92198  -3.16261  3.92196
C  5.60369  -0.33262  0.69539
C  2.09360  -3.29252  2.81249
O  0.95471  -4.17805  0.24383
H  2.47046  0.12640  4.60069
H  6.40527  -0.05956  1.36860
H  -3.33206  -0.66316  -0.03158
C  -1.73224  3.64844  2.72914
C  3.06309  -1.93578  4.55246
O  1.97397  1.91287  3.17648
Cl  4.11342  -1.75048  5.91664
H  -3.49094  3.87661  -1.61922
C  1.42030  -2.18119  2.34262
C  -3.61090  -2.58950  -0.96306
C  -3.75639  4.90353  1.95239
C  1.35533  1.35110  2.29370
Mn  -0.33524  -0.44866  0.90831
O  -1.60871  3.13208  -0.36665
H  -5.26572  1.19804  -3.50144
C  -4.23956  3.23444  -2.08138
H  -2.07518  0.64815  -2.82362
H  -5.04411  2.89396  3.32399
H  2.64704  -1.18465  -1.52615
H  -3.20712  5.25249  1.07634
C  1.58854  3.78374  -0.58159
C  -3.74722  1.79167  -2.09282
C  -1.00046  -2.92903  -0.31518
H  -4.66124  -2.42938  -1.16155
H  1.17489  3.28942  -2.63457
H  -1.33270  2.66422  2.98360
H  -5.16782  3.31178  -1.51137
H  1.86372  4.81064  -0.78092
H  -3.92031  3.71390  4.42961
N  0.84590  0.08358  2.33251
H  1.88274  3.88466  1.56792
O  -3.42464  1.34482  -0.74968
C  0.85024  1.64142  -1.30905
C  4.28123  -0.18514  1.09040
H  -5.64944  0.82743  -1.80805
H  -1.77406  2.39673  -2.71970
C  1.21023  1.98154  0.92542
C  -2.51363  1.63806  -2.97798
H  -4.46224  -0.15756  -2.68781
H  -1.09452  -4.84540  -1.20448
C  5.86498  -0.83353  -0.56911
C  4.79634  -1.15260  -1.39223
C  -3.99393  3.01950  3.59166
C  1.59358  3.28836  0.71379
H  2.00514  -4.24426  2.31388
C  -3.21881  3.55063  2.39484
H  -4.41843  3.57319  -3.10263
H  0.55329  0.95585  -2.09514
O  -1.67096  0.94663  0.97121
C  2.36306  -0.82229  4.09955
C  -2.88476  -1.60046  -0.32189
N  -1.58849  -1.75168  -0.03748
H  4.95490  -1.54440  -2.38816
C  0.31476  -3.15656  0.39111
H  -2.78735  1.73828  -4.02947
H  -4.81341  4.82021  1.69398
N  0.84851  1.16192  -0.07103
H  -3.51983  -4.54099  -1.85474
H  4.04518  0.19760  2.07849
C  -1.64274  -3.93789  -0.99262
P  -2.42801  2.08215  0.26261
C  1.53744  -0.94649  2.99729
C  3.51268  -0.95848  -0.90818
H  -1.17169  4.03952  1.87992
H  6.88387  -0.97933  -0.90454
C  1.21477  2.94238  -1.61129
N  3.24494  -0.49540  0.31079
C  -2.97541  -3.76060  -1.33923
C  -4.85292  0.85388  -2.55284
O  -3.48858  2.61155  1.31840

Cartesian forces, eV/Å:
H -0.010 -0.012 0.010
N 0.114 -0.269 0.140
H -0.022 0.020 0.022
Cl 0.002 -0.022 -0.029
H 0.010 0.014 -0.015
C -0.016 0.085 0.081
C -0.007 0.013 -0.003
C -0.009 -0.056 -0.091
O -0.067 -0.142 0.001
H 0.009 0.005 -0.006
H -0.016 -0.021 0.006
H 0.007 0.031 -0.064
C -0.023 -0.152 -0.135
C -0.004 -0.093 -0.020
O 0.034 0.045 0.002
Cl -0.018 0.020 0.013
H -0.010 0.036 -0.079
C 0.035 0.143 -0.081
C -0.029 -0.062 -0.058
C -0.008 -0.076 -0.113
C -0.052 -0.187 -0.203
Mn -0.037 0.335 0.467
O 0.047 0.080 -0.078
H 0.011 -0.024 -0.006
C 0.005 -0.066 0.218
H -0.026 0.000 -0.052
H 0.004 0.004 0.046
H 0.051 -0.045 -0.009
H -0.008 0.011 0.020
C -0.042 -0.045 0.067
C -0.004 0.146 -0.230
C 0.057 -0.016 0.148
H 0.010 0.014 0.006
H 0.048 -0.038 -0.001
H 0.001 0.052 0.062
H 0.005 0.008 -0.038
H 0.008 0.003 0.006
H 0.002 -0.015 -0.006
N -0.093 0.306 0.188
H 0.034 -0.003 -0.017
O 0.088 -0.048 0.020
C -0.008 -0.089 -0.053
C 0.001 -0.042 -0.055
H -0.020 0.020 -0.039
H -0.002 -0.048 -0.024
C 0.177 -0.064 0.010
C 0.037 0.050 0.127
H -0.036 0.007 -0.002
H -0.015 -0.015 0.068
C 0.002 -0.025 0.028
C 0.039 0.000 -0.032
C -0.015 -0.069 -0.129
C -0.028 0.099 0.012
H 0.038 0.003 -0.021
C 0.111 0.176 0.235
H -0.027 -0.020 0.002
H -0.057 0.022 0.022
O -0.135 -0.447 0.012
C -0.085 0.082 0.054
C 0.074 0.217 -0.071
N -0.360 -0.395 -0.284
H -0.026 0.001 0.009
C 0.093 0.249 0.026
H -0.005 0.016 0.008
H 0.014 0.014 0.009
N -0.163 0.274 -0.192
H 0.020 0.007 -0.010
H -0.017 -0.015 -0.016
C 0.006 -0.108 -0.178
P -0.033 0.071 0.236
C 0.083 -0.048 -0.184
C -0.103 0.019 0.088
H 0.012 0.025 0.036
H -0.007 0.021 -0.016
C 0.050 0.023 -0.040
N 0.249 0.011 0.038
C 0.029 0.054 0.058
C 0.055 -0.067 0.100
O -0.030 0.013 -0.022

Atomic partial charges in e from the Löwdin method, atoms 1 to 5: atom 1 (H): 0.096, atom 2 (N): 0.011, atom 3 (H): 0.090, atom 4 (Cl): 0.664, atom 5 (H): 0.088

***

[2]
Computed, not measured: C8H14O in the gas phase at a distorted geometry, with ωB97M-V/def2-TZVPD.

Output
ΔE to the lowest compared entry with this formula, charge and spin, kJ/mol: 63.43
Strongest force on any atom, eV/Å: 2.85
Total charge: 0

Positions of all 23 atoms, in Å:
H  -0.61104  2.46577  1.33871
C  -0.57428  0.30223  -0.50104
C  0.26824  0.59918  0.66282
C  -1.15667  -0.92231  -0.41962
H  -0.06947  -1.96212  1.18234
C  -0.75540  1.39166  -1.51855
H  0.34721  1.63665  2.56434
H  0.13024  1.45099  -2.16328
H  -1.62794  1.23109  -2.15625
H  2.19841  0.74561  1.45548
O  -2.25840  -1.22196  -1.21229
H  -1.58499  -2.68313  0.72841
H  -0.89804  2.36819  -1.04439
C  1.59151  0.31439  0.65997
H  -0.19493  -2.84052  -0.35101
C  -0.33864  1.47915  1.72501
C  2.37170  -0.53510  -0.28930
H  -1.23922  1.01404  2.14072
H  1.76775  -1.04544  -1.04173
H  3.10618  0.07533  -0.82613
H  -2.66964  -0.40285  -1.52514
H  2.91352  -1.30660  0.26688
C  -0.71612  -2.15425  0.32403

Cartesian forces, eV/Å:
H -0.098 -0.096 -0.051
C -0.605 -2.005 1.202
C 2.674 0.919 -0.364
C -0.511 1.062 -1.466
H 0.072 0.263 -0.310
C -0.563 -0.094 0.090
H 0.017 -0.021 -0.197
H -0.122 -0.004 0.129
H 0.096 0.001 -0.115
H -0.117 -0.185 0.179
O 0.129 -0.233 -0.126
H -0.010 0.052 -0.246
H 0.111 -0.106 -0.022
C -0.928 0.351 0.576
H -0.082 0.146 -0.028
C 0.094 -0.108 0.370
C -0.059 -0.015 -0.317
H -0.004 0.078 -0.146
H -0.163 0.131 0.092
H 0.064 -0.111 0.100
H 0.300 -0.254 0.104
H 0.055 0.093 -0.068
C -0.349 0.137 0.614

Atomic partial charges in e from the Löwdin method, atoms 1 to 5: atom 1 (H): 0.075, atom 2 (C): -0.245, atom 3 (C): -0.311, atom 4 (C): -0.304, atom 5 (H): 0.081

***

[3]
Computed, not measured: C4H6O2 in the gas phase at a distorted geometry, with ωB97M-V/def2-TZVPD.

Output
ΔE to the lowest compared entry with this formula, charge and spin, kJ/mol: 168.12
Strongest force on any atom, eV/Å: 3.10
Total charge: 0

Positions of all 12 atoms, in Å:
H  1.03040  0.78453  -0.26443
C  -1.06284  0.38749  -0.11750
H  0.22326  0.55502  -1.98347
H  -1.40124  -0.68215  -0.00736
C  -0.85354  1.16855  1.20755
H  -1.84537  1.55361  1.49539
C  0.87047  -1.16120  -1.13951
H  1.56560  -1.22704  -2.05120
H  -1.73664  0.82548  -0.89632
O  0.24050  1.42030  1.66427
O  0.59670  -2.10351  -0.46051
C  0.29029  0.21454  -0.93765

Cartesian forces, eV/Å:
H -0.474 -0.547 -1.604
C 1.557 -1.756 -2.030
H 0.025 0.793 0.624
H -0.088 1.089 0.644
C 0.207 -0.219 -2.177
H 0.355 0.250 1.155
C -0.086 0.515 -0.386
H -0.452 -0.100 0.963
H -0.021 0.182 1.422
O -1.577 -0.277 -0.017
O 0.102 -0.747 0.163
C 0.452 0.816 1.242

Atomic partial charges in e from the Löwdin method, atoms 1 to 5: atom 1 (H): 0.133, atom 2 (C): -0.132, atom 3 (H): 0.105, atom 4 (H): 0.121, atom 5 (C): -0.230